No. 1
Here is a 2-piece molecular cluster, C2H7IN overall at a distorted geometry from OMol25. Energies are from ωB97M-V/def2-TZVPD.

Computed properties:
Gap between HOMO and LUMO ... 9.93 eV
Spin multiplicity ... 1
Net charge ... +1

```
11
C2H7IN (ωB97M-V/def2-TZVPD)
C 0.669 0.549 0.388
C -0.822 -0.988 -0.853
N -0.647 0.379 -0.246
I -2.318 -1.347 -2.200
H 1.645 0.885 -0.088
H 0.638 1.299 1.139
H 0.785 -0.476 0.792
H 0.139 -1.350 -1.331
H -0.974 -1.921 0.340
H -0.881 1.074 -0.910
H -1.375 0.412 0.496
```

natural (NBO) population analysis, charges in e, atoms 1 to 8: -0.46 -0.51 -0.53 0.32 0.28 0.25 0.23 0.26

---

No. 2
Here is C5H16IN3OP2 as an isolated structure at a distorted geometry from OMol25. Energies are from ωB97M-V/def2-TZVPD.

Computed properties:
Gap between HOMO and LUMO ... 4.64 eV
Spin multiplicity ... 1

```
28
C5H16IN3OP2 (ωB97M-V/def2-TZVPD)
C 3.000 1.353 0.218
C 2.316 0.264 -0.586
P 1.686 -1.101 0.453
C 0.958 -0.259 1.908
N 0.444 -1.899 -0.562
C -0.847 -1.844 -0.208
N -1.402 -2.821 0.612
N -1.673 -0.931 -0.730
P -2.058 0.610 0.133
C -2.075 1.844 -1.157
O -3.618 0.440 0.679
H 3.712 0.942 0.926
H 2.298 2.002 0.722
H 3.538 1.983 -0.479
H 3.028 -0.208 -1.255
H 1.482 0.633 -1.170
H 1.783 -0.147 2.605
H 0.643 0.741 1.662
H 0.184 -0.815 2.418
H 0.737 -2.821 -0.858
H -1.699 -3.672 0.168
H -1.623 -2.698 1.582
H -1.427 -0.764 -1.706
H -2.747 2.633 -0.832
H -0.983 2.285 -1.456
H -2.466 1.396 -2.067
H -3.525 0.190 1.606
I 0.334 2.661 -2.624
```

natural (NBO) population analysis, charges in e, atoms 1 to 8: -0.62 -0.75 1.00 -0.97 -0.87 0.76 -0.95 -0.84

---

No. 3
Here is a 12-piece molecular cluster, C39H111N9O12 overall at a distorted geometry from OMol25. Energies are from ωB97M-V/def2-TZVPD.

Computed properties:
Gap between HOMO and LUMO ... 9.16 eV
SMILES ... COC[C@H](C)N.COC[C@H](C)N.COC[C@H](C)N.COC[C@H](C)N.COC[C@H](C)N.COC[C@H](C)N.COC[C@H](C)N.COC[C@H](C)N.COC[C@H](C)N.CO.CO.CO
Spin multiplicity ... 1

```
171
C39H111N9O12 (ωB97M-V/def2-TZVPD)
C 3.697 1.901 1.050
C 2.226 1.682 1.262
C 1.895 0.238 0.921
O 0.495 0.144 0.757
C 0.043 -1.178 0.578
N 1.922 1.988 2.671
H 4.054 2.872 1.386
H 4.004 1.742 0.013
H 4.279 1.159 1.615
H 1.629 2.338 0.631
H 2.196 -0.408 1.763
H 2.397 -0.156 0.026
H 0.465 -1.832 1.347
H 0.233 -1.529 -0.442
H -1.043 -1.174 0.706
H 0.918 1.927 2.794
H 2.333 1.260 3.247
C -4.066 8.695 -3.415
C -2.730 8.274 -2.852
C -1.767 9.421 -2.709
O -1.597 10.003 -4.021
C -0.476 10.876 -4.065
N -2.974 7.643 -1.521
H -4.532 9.535 -2.895
H -4.756 7.848 -3.350
H -3.984 8.943 -4.476
H -2.300 7.493 -3.483
H -0.786 9.051 -2.382
H -2.137 10.205 -2.036
H -0.559 11.635 -3.282
H -0.482 11.349 -5.044
H 0.456 10.310 -3.952
H -2.066 7.549 -1.053
H -3.433 8.348 -0.941
C -6.523 0.801 -5.314
C -6.193 2.269 -5.132
C -5.811 2.921 -6.445
O -4.801 2.260 -7.173
C -3.590 2.151 -6.447
N -7.355 3.049 -4.625
H -7.037 0.388 -4.438
H -5.620 0.193 -5.423
H -7.189 0.618 -6.160
H -5.411 2.429 -4.384
H -5.470 3.955 -6.287
H -6.689 2.952 -7.096
H -3.224 3.143 -6.149
H -2.863 1.641 -7.074
H -3.723 1.541 -5.546
H -7.628 2.663 -3.724
H -8.180 2.893 -5.201
C -0.823 -1.125 4.233
C -0.952 0.376 4.009
C -2.379 0.861 4.072
O -3.073 0.268 2.994
C -4.454 0.527 3.019
N -0.146 1.055 5.039
H 0.220 -1.392 4.020
H -1.472 -1.712 3.590
H -0.994 -1.344 5.287
H -0.576 0.656 3.017
H -2.394 1.963 3.989
H -2.841 0.625 5.044
H -4.946 -0.091 3.779
H -4.891 0.283 2.051
H -4.716 1.584 3.172
H -0.192 2.062 4.986
H 0.805 0.722 4.996
C -8.822 5.005 -1.519
C -8.304 3.584 -1.328
C -8.176 3.290 0.165
O -7.779 1.951 0.388
C -6.438 1.725 0.094
N -9.224 2.659 -1.976
H -8.693 5.314 -2.554
H -8.245 5.721 -0.926
H -9.863 5.086 -1.199
H -7.318 3.539 -1.799
H -9.170 3.401 0.603
H -7.465 3.988 0.629
H -6.134 2.044 -0.904
H -6.138 0.694 0.261
H -5.820 2.268 0.832
H -10.185 2.877 -1.742
H -9.054 1.695 -1.712
C -3.576 4.492 -3.117
C -4.464 4.280 -1.889
C -3.646 3.860 -0.698
O -3.193 2.530 -0.864
C -2.289 2.134 0.149
N -5.140 5.533 -1.481
H -4.154 5.067 -3.856
H -3.379 3.572 -3.679
H -2.682 5.067 -2.878
H -5.259 3.564 -2.112
H -4.217 3.931 0.237
H -2.774 4.531 -0.622
H -1.935 1.120 -0.016
H -2.728 2.236 1.147
H -1.407 2.788 0.053
H -4.435 6.274 -1.545
H -5.916 5.778 -2.084
C -4.614 6.920 2.111
C -6.045 7.327 1.765
C -6.551 8.474 2.583
O -6.541 8.081 3.944
C -7.102 9.030 4.789
N -6.178 7.702 0.338
H -4.244 6.224 1.359
H -4.514 6.555 3.135
H -3.956 7.802 2.065
H -6.729 6.480 1.886
H -7.558 8.758 2.260
H -5.873 9.341 2.493
H -7.156 8.614 5.795
H -8.137 9.272 4.510
H -6.488 9.940 4.826
H -5.604 8.522 0.151
H -5.812 6.944 -0.247
C -2.546 -1.393 -2.589
C -3.681 -0.541 -3.138
C -4.880 -0.533 -2.222
O -5.318 -1.849 -2.028
C -6.417 -1.920 -1.151
N -3.306 0.874 -3.326
H -1.829 -1.652 -3.373
H -2.915 -2.329 -2.166
H -1.985 -0.841 -1.830
H -3.990 -0.897 -4.127
H -5.681 0.095 -2.628
H -4.536 -0.099 -1.266
H -6.709 -2.965 -1.106
H -7.256 -1.303 -1.499
H -6.133 -1.560 -0.153
H -2.406 0.917 -3.804
H -3.089 1.297 -2.417
C 0.465 5.549 -6.199
C -0.404 6.782 -5.972
C -1.867 6.486 -5.745
O -2.365 5.874 -6.907
C -3.757 5.737 -6.882
N 0.142 7.593 -4.822
H 1.515 5.830 -6.137
H 0.238 5.124 -7.174
H 0.253 4.810 -5.423
H -0.346 7.443 -6.846
H -2.417 7.411 -5.520
H -1.968 5.816 -4.873
H -4.275 6.693 -7.027
H -4.120 5.292 -5.943
H -4.051 5.050 -7.674
H -0.545 8.294 -4.557
H 0.932 8.084 -5.228
C 0.544 5.510 -1.997
O 1.480 5.889 -2.981
H 0.987 5.563 -1.003
H -0.344 6.161 -2.014
H 0.175 4.491 -2.178
H 0.972 6.380 -3.666
C -0.719 6.544 1.090
O -0.711 7.826 0.426
H 0.295 6.167 1.247
H -1.324 6.585 1.994
H -1.149 5.817 0.397
H -0.109 8.369 0.945
C -6.745 6.550 -5.346
O -6.765 5.925 -4.080
H -6.290 5.933 -6.129
H -7.742 6.864 -5.668
H -6.105 7.432 -5.264
H -7.011 4.988 -4.176
```

Mulliken population analysis, charges in e, atoms 1 to 8: -1.76 0.57 -0.86 0.09 -0.89 -0.61 0.42 0.40

---

No. 4
Here is a 14-piece molecular cluster, C58H94N8O24P6 overall at a distorted geometry from OMol25. Energies are from ωB97M-V/def2-TZVPD.

Computed properties:
Gap between HOMO and LUMO ... 9.43 eV
Spin multiplicity ... 1

```
190
C58H94N8O24P6 (ωB97M-V/def2-TZVPD)
N 1.950 7.799 1.055
C 1.009 6.967 1.558
C 1.234 6.208 2.737
C 2.435 6.388 3.449
C 3.396 7.242 2.939
C 3.056 7.963 1.777
H 0.081 6.931 1.001
H 0.451 5.497 3.053
H 2.571 5.789 4.349
H 4.331 7.451 3.461
H 3.773 8.706 1.368
N -4.469 -0.681 0.822
C -4.839 -1.854 1.423
C -3.958 -2.681 2.092
C -2.599 -2.376 2.089
C -2.208 -1.169 1.543
C -3.197 -0.368 0.902
H -5.886 -2.057 1.336
H -4.341 -3.618 2.479
H -1.886 -3.010 2.604
H -1.193 -0.785 1.623
H -2.939 0.591 0.407
N 3.760 1.453 5.567
C 2.720 1.426 6.435
C 1.435 1.969 6.139
C 1.275 2.600 4.911
C 2.354 2.696 4.048
C 3.555 2.105 4.421
H 2.955 0.915 7.378
H 0.608 1.783 6.812
H 0.305 3.060 4.758
H 2.243 3.140 3.054
H 4.454 2.120 3.796
N 4.298 -3.044 2.324
C 5.454 -3.020 2.934
C 6.156 -1.823 3.213
C 5.570 -0.617 2.829
C 4.305 -0.631 2.251
C 3.678 -1.885 2.017
H 5.962 -3.976 3.111
H 7.127 -1.863 3.721
H 6.076 0.337 2.953
H 3.740 0.260 1.990
H 2.683 -1.945 1.587
N 0.964 7.294 -3.174
C 1.487 6.568 -2.195
C 1.794 5.191 -2.313
C 1.567 4.553 -3.512
C 0.948 5.300 -4.513
C 0.623 6.654 -4.303
H 1.721 7.163 -1.309
H 2.405 4.666 -1.585
H 1.919 3.546 -3.665
H 0.772 4.910 -5.503
H 0.268 7.299 -5.100
N -2.054 5.168 0.677
C -2.865 4.517 -0.209
C -4.271 4.572 -0.124
C -4.845 5.269 0.921
C -4.044 5.991 1.806
C -2.649 5.883 1.641
H -2.345 3.994 -1.000
H -4.872 4.046 -0.865
H -5.926 5.295 0.896
H -4.392 6.557 2.657
H -1.995 6.447 2.339
N -1.341 -2.323 -2.818
C -2.178 -2.220 -3.880
C -3.574 -2.374 -3.861
C -4.133 -2.796 -2.657
C -3.322 -2.936 -1.522
C -1.948 -2.664 -1.656
H -1.644 -1.986 -4.799
H -4.137 -2.281 -4.779
H -5.176 -3.043 -2.495
H -3.787 -3.114 -0.569
H -1.257 -2.766 -0.822
N 0.871 0.001 0.529
C 0.828 1.173 1.156
C 0.324 2.316 0.498
C -0.077 2.253 -0.824
C -0.023 1.009 -1.470
C 0.446 -0.057 -0.721
H 1.059 1.067 2.235
H 0.194 3.280 1.005
H -0.425 3.173 -1.302
H -0.402 0.886 -2.474
H 0.581 -1.060 -1.108
C 0.536 -0.088 -5.253
O 1.365 0.990 -4.836
P 2.804 0.594 -4.335
O 3.507 1.780 -3.851
O 2.561 -0.531 -3.316
C 3.660 -1.166 -2.583
O 3.586 -0.117 -5.521
C 3.954 0.659 -6.643
H 0.239 -0.762 -4.470
H 0.989 -0.675 -6.058
H -0.333 0.376 -5.679
H 3.906 -2.074 -3.105
H 3.620 -1.116 -1.527
H 4.549 -0.558 -2.706
H 5.039 0.620 -6.633
H 3.709 1.724 -6.631
H 3.512 0.288 -7.555
C 0.756 -1.558 4.098
O 1.400 -2.669 4.678
P 0.530 -3.854 5.161
O -0.361 -4.361 4.129
O -0.277 -3.316 6.377
C 0.391 -2.732 7.490
O 1.572 -4.756 5.825
C 2.759 -5.088 5.112
H 0.770 -0.688 4.717
H -0.255 -1.791 3.813
H 1.270 -1.198 3.220
H -0.430 -2.262 8.032
H 1.220 -2.052 7.315
H 0.805 -3.522 8.082
H 2.707 -6.067 4.662
H 3.592 -5.114 5.775
H 3.017 -4.511 4.253
C 2.931 -6.513 -5.662
O 1.974 -5.593 -6.236
P 2.196 -4.051 -6.353
O 1.088 -3.345 -6.986
O 3.598 -3.950 -7.010
C 3.969 -2.998 -8.026
O 2.530 -3.595 -4.898
C 1.445 -3.582 -3.970
H 3.644 -5.871 -5.166
H 3.381 -7.098 -6.451
H 2.397 -7.194 -4.996
H 4.017 -3.428 -9.025
H 4.943 -2.607 -7.783
H 3.327 -2.141 -8.106
H 0.545 -3.836 -4.524
H 1.320 -2.598 -3.541
H 1.529 -4.361 -3.211
C -3.002 1.114 7.632
O -3.362 1.375 6.270
P -2.732 0.679 5.041
O -1.281 0.646 5.174
O -3.385 -0.699 4.750
C -3.017 -1.865 5.544
O -3.312 1.545 3.885
C -2.587 2.534 3.121
H -1.930 0.926 7.622
H -3.534 0.292 8.069
H -3.316 1.884 8.311
H -3.933 -2.244 5.989
H -2.273 -1.610 6.299
H -2.494 -2.610 4.948
H -3.279 2.843 2.350
H -1.655 2.092 2.757
H -2.237 3.337 3.769
C -1.560 2.639 -4.245
O -2.718 3.128 -3.517
P -4.134 2.956 -4.173
O -4.134 3.014 -5.629
O -4.607 1.515 -3.683
C -4.549 1.061 -2.318
O -4.927 4.059 -3.401
C -6.214 4.525 -3.903
H -1.608 2.867 -5.299
H -1.618 1.547 -4.277
H -0.630 2.978 -3.816
H -5.579 0.776 -2.068
H -4.278 1.844 -1.611
H -3.926 0.165 -2.229
H -6.302 5.618 -3.875
H -7.019 3.985 -3.445
H -6.273 4.287 -4.952
C -2.129 -6.103 0.815
O -1.455 -6.214 -0.464
P 0.094 -6.508 -0.528
O 0.517 -7.224 0.664
O 0.349 -7.183 -1.890
C -0.296 -6.677 -3.106
O 0.758 -5.088 -0.665
C 0.907 -4.310 0.539
H -1.492 -6.497 1.591
H -3.087 -6.578 0.725
H -2.416 -5.093 1.137
H -0.859 -5.802 -2.792
H -0.893 -7.428 -3.609
H 0.418 -6.281 -3.819
H 0.034 -4.321 1.192
H 1.171 -3.279 0.313
H 1.713 -4.678 1.164
```

Mulliken population analysis, charges in e, atoms 1 to 8: -0.45 -0.34 0.01 -0.41 -0.48 -0.30 0.50 0.27

---

The records above yield E_HOMO values of -13.97 -6.53 -8.72 -9.03 eV, respectively.